Record 1
Entry from the OMol25 dataset: a cluster of 8 separate species, C56H55B3N6O32S in total at a distorted geometry (the ωB97M-V functional and the def2-TZVPD basis).

```
153
Properties=species:S:1:pos:R:3:forces:R:3
C 5.575869 -3.926615 7.546628 -0.219 0.019 -0.049
N 6.123632 6.886816 -5.536081 -0.011 0.008 -0.031
O 8.527436 -7.811879 -2.508247 0.071 0.025 0.018
C 9.635151 4.010061 -5.843068 0.155 -0.086 -0.073
O -8.395558 2.578166 6.669217 0.005 -0.025 0.059
C 2.621014 -6.158581 4.185188 -0.111 -0.041 0.017
C -2.402480 2.122791 -5.809150 0.202 -0.076 -0.164
H 8.384161 2.312137 -7.487593 -0.021 -0.051 -0.073
B 4.992802 0.605804 -6.593966 -0.054 -0.242 -0.241
H 3.994293 -7.779937 -2.864533 -0.014 0.022 0.007
H 2.357809 0.309912 -5.546411 0.069 0.127 0.042
O -3.534496 -0.695080 -2.752057 -0.026 -0.039 0.044
O 3.665466 -5.672700 -1.263281 0.009 -0.026 0.000
B 6.367796 -0.025737 -4.755407 -0.538 -0.339 -0.250
H -3.104390 2.148967 -3.920264 -0.082 -0.118 -0.137
H 5.331219 -6.470166 5.708152 -0.021 0.123 0.096
H 9.282709 1.281977 -5.023090 -0.051 0.027 -0.095
C 4.797566 -6.249411 -1.620853 -0.015 0.030 -0.009
C 5.149725 -1.125477 7.809346 0.159 -0.033 0.005
O 5.850224 -4.634659 -0.312579 -0.019 -0.027 0.026
C -10.230942 -0.858525 1.208735 -0.133 0.095 0.036
O -4.866371 -0.175539 5.259354 0.040 -0.017 -0.003
H -3.119493 0.715469 5.432712 -0.041 -0.028 -0.010
C 7.163929 5.016399 -5.365340 -0.032 0.228 0.178
H 3.344560 -0.195089 -7.701820 -0.028 0.105 -0.176
H 1.874051 -6.714907 4.733560 0.017 -0.001 0.019
H -1.462433 2.223288 -4.018182 0.110 -0.152 -0.016
C 7.331249 -6.157389 -1.340682 0.035 0.077 0.064
H 5.101311 6.345433 -7.312458 0.095 -0.074 0.044
O 6.075139 -5.307501 4.240806 0.022 -0.020 0.036
N 4.468311 -0.599594 -2.398679 0.022 -0.051 0.046
O -14.146046 7.302813 5.398770 -0.028 0.052 0.023
H -12.356980 1.728947 3.832389 0.029 0.024 0.001
O -3.093898 1.631573 5.776445 0.057 0.045 0.007
O 6.397003 4.929684 -6.488489 0.035 -0.283 -0.148
C -8.958277 -0.242555 1.758970 -0.046 0.002 0.006
C -4.351381 1.959829 6.023608 0.018 0.024 0.015
C 7.399883 -7.220831 -2.154784 0.019 0.013 0.011
C -5.365381 -1.734223 -1.714430 -0.004 -0.092 0.069
O -7.406032 -2.556778 -0.853961 0.141 -0.032 0.058
H 7.761626 -4.460060 7.528007 -0.044 -0.022 -0.020
N -2.294398 1.829755 -4.436098 -0.059 0.157 0.227
O -12.629963 1.032087 3.203546 -0.038 -0.027 -0.025
C -10.254693 1.184713 3.193612 0.162 -0.041 -0.006
H 6.017800 -1.041874 -0.258302 0.034 -0.073 -0.050
H 8.271273 -8.545666 -3.103369 -0.050 -0.012 -0.017
C 4.217185 -3.437382 7.574000 -0.027 -0.103 -0.029
H 8.206077 -5.696470 -0.904465 0.009 -0.011 -0.012
H 10.192969 4.755108 -5.276890 -0.030 0.033 -0.146
H -12.403434 -0.864970 1.342761 -0.010 0.014 0.009
C 1.138392 1.416571 -6.926601 -0.125 -0.056 0.162
H 5.283367 -4.070764 2.029054 -0.011 -0.002 -0.022
C 6.508299 -1.620422 7.796129 0.013 0.118 0.018
H -4.038360 3.939445 6.738341 0.009 -0.005 -0.013
O -8.948540 -0.922201 -2.135164 0.126 0.025 -0.118
C -7.135202 2.279921 6.432844 -0.003 0.007 -0.065
B 7.379993 0.578997 -6.713200 -0.478 -0.346 -0.391
C -0.002700 1.491568 -5.914878 -0.054 0.003 -0.092
C -5.683532 0.194037 -3.280722 0.038 -0.105 0.038
C -11.502987 -0.412252 1.732655 -0.014 -0.122 -0.065
H 3.411130 -4.153435 7.493395 -0.011 0.014 0.000
O -10.046881 7.542366 7.697206 0.055 -0.008 0.005
H 0.355416 2.012518 -5.012833 0.022 0.014 -0.003
N -3.476296 2.343617 -6.439454 -0.070 0.056 0.011
H 0.907281 0.622825 -7.642006 0.023 0.104 -0.082
N -1.173431 2.126613 -6.521489 0.128 0.121 0.562
C 6.034046 -5.602631 -1.029931 0.101 -0.048 -0.009
C 4.869731 -7.312888 -2.436486 -0.029 -0.094 -0.072
H 11.256512 2.726929 -5.256634 -0.067 -0.051 -0.055
C -10.845597 7.025874 6.938630 -0.105 0.077 -0.011
C 3.586594 0.778527 -7.254090 0.023 0.034 0.310
H 7.700343 -0.083300 -3.030337 -0.044 0.068 -0.004
H -9.078159 -1.652070 -1.492026 -0.056 0.051 0.048
H 2.774130 2.024028 -5.678149 -0.017 -0.120 0.081
C 6.167002 -7.858857 -2.761129 -0.154 0.045 0.024
O 7.355177 -0.340593 -5.671194 0.549 0.778 0.524
C -11.222799 5.041330 5.463748 -0.006 -0.178 -0.101
C -4.828415 -0.810925 -2.529774 0.013 -0.060 -0.051
H -7.436854 0.292207 5.731440 -0.023 0.019 0.011
H -12.433916 8.513698 7.055139 -0.020 -0.005 -0.006
H -8.831270 5.965785 7.259357 -0.060 0.084 -0.009
H 9.128062 0.813479 -8.000795 -0.037 0.081 -0.037
C -7.117824 0.137533 -3.152934 0.066 0.111 -0.078
C -6.739422 1.088546 5.951405 -0.011 -0.105 -0.042
O -7.845113 -0.722159 1.240968 0.054 -0.003 0.095
C 6.715440 -2.939336 7.671713 0.019 0.007 -0.006
H 7.453497 -1.389364 -1.213858 -0.021 -0.132 -0.111
C -6.146264 3.390656 6.741322 0.166 -0.012 0.036
C 4.536955 -4.616835 2.587425 0.095 0.046 0.019
C 9.729373 1.425353 -6.011797 0.119 -0.147 -0.323
H -8.067431 -1.470268 0.647699 -0.013 -0.033 -0.036
H -14.490629 6.617725 4.792347 0.018 -0.039 -0.011
C 4.943612 -5.310646 3.792325 -0.025 0.077 -0.106
O 6.157199 0.868997 -7.302552 0.017 0.170 0.346
H 10.447799 0.607777 -6.119917 -0.035 0.057 0.081
O 1.077083 -5.425252 2.552240 -0.025 0.010 -0.043
H -8.082485 1.178766 3.080805 0.012 -0.014 -0.020
H 11.035810 2.838053 -6.988319 -0.087 0.036 0.045
H 3.888729 -4.925574 -0.668896 -0.049 0.018 0.008
C 6.366140 -1.440996 -1.216293 -0.172 0.348 0.215
C -10.432072 5.719102 6.303626 -0.042 0.015 -0.028
H -7.715189 0.848702 -3.705204 -0.020 -0.011 0.010
O 7.911471 -3.500732 7.642434 0.053 0.037 0.011
O 6.360317 -8.810371 -3.496377 0.044 -0.041 -0.014
C 8.680363 1.319936 -7.137484 0.280 -0.140 0.024
N 7.027207 6.155753 -4.778452 0.073 -0.124 0.040
C 2.480216 1.138094 -6.253421 -0.093 -0.010 -0.230
H 9.342511 4.450919 -6.796275 -0.109 -0.093 0.060
O -9.218457 5.307319 6.649726 0.024 -0.066 0.038
H 1.181003 2.358715 -7.486450 0.068 -0.092 -0.010
O 2.815080 -1.556271 7.735540 -0.057 -0.041 -0.012
C -8.982789 0.727735 2.686799 0.035 0.081 0.063
H -8.447024 3.520682 6.932636 -0.011 0.032 -0.062
H -0.284337 0.481853 -5.610914 0.031 0.036 0.058
O -10.104871 -1.696109 0.333418 -0.032 -0.053 0.051
C 3.253830 -4.685271 2.209988 0.007 0.027 -0.003
C -11.522978 0.548280 2.668089 -0.027 0.026 -0.016
H 7.315718 -0.907712 7.884127 0.014 -0.017 -0.012
C 10.493799 2.742884 -6.041996 0.188 0.139 0.322
H -4.275649 2.346382 -5.809326 0.036 0.036 -0.015
C 6.659834 0.181461 -3.231618 0.186 -0.479 0.270
C -5.336522 0.855403 5.708644 -0.127 -0.010 0.023
C -12.528846 5.578331 5.149493 0.126 -0.047 0.048
C 3.906997 -6.100217 4.568572 0.024 0.034 -0.010
C -12.941407 6.896908 5.766932 0.002 0.022 0.009
H -10.924517 4.105090 5.009595 0.026 0.006 0.025
H -3.395421 0.025481 -3.404741 0.053 0.010 -0.021
H 2.970242 -0.594099 7.825336 0.048 0.026 0.000
O -10.388993 2.055092 4.036229 -0.088 0.070 0.007
C 5.793849 6.124249 -6.514530 -0.240 0.352 -0.077
C 5.732379 -0.613699 -2.311787 0.007 0.036 -0.017
S 8.117905 3.651107 -4.880012 0.004 -0.069 0.103
C -4.737645 3.148542 6.507258 0.005 0.083 0.015
C 4.009808 -2.117769 7.698596 -0.019 -0.016 -0.007
O 5.096257 0.170892 -5.278641 0.274 0.477 0.025
C 2.212834 -5.453933 2.992788 0.020 -0.080 0.112
O -6.594798 4.431489 7.183883 -0.038 -0.047 0.015
C -6.795413 -1.773413 -1.567415 -0.011 -0.044 -0.066
C -12.145986 7.572839 6.608275 0.033 0.068 0.060
H -4.769872 -2.452833 -1.169848 0.018 0.012 -0.006
O 4.382246 -6.697481 5.642669 -0.148 -0.185 -0.099
O 2.763426 -4.094199 1.126409 0.112 0.002 -0.069
O 5.880820 -5.099841 7.421460 0.237 -0.015 0.091
O 4.836343 0.046888 7.903875 -0.050 0.031 0.014
H -0.950032 3.085605 -6.759610 -0.159 -0.083 -0.431
O -5.065809 0.996644 -3.957658 -0.197 0.219 -0.087
H 4.159666 -0.013223 -3.171745 -0.010 0.011 -0.037
O -13.337356 5.041996 4.413213 -0.049 0.005 -0.021
H 1.809722 -4.317845 1.110295 -0.034 -0.016 0.028
H 6.557132 1.244181 -2.976233 -0.064 -0.037 -0.148
H 6.019879 -2.471391 -1.260094 0.105 0.010 -0.060
H 3.642071 1.512168 -8.063870 -0.034 -0.109 -0.029
C -7.652541 -0.789417 -2.342207 -0.082 0.017 0.023
```
Positions in Å, forces in eV/Å.

Output
HOMO level = -9.06 eV
DFT total energy = -5376.1901 Ha
SMILES = [H]/N=C(/C)CB1OB(CCCCN/C(N)=N/[H])OB(CCCCSc2nnco2)O1.O=C1C=C(O)C(=O)C=C1O.O=C1C=C(O)C(=O)C=C1O.O=C1C=C(O)C(=O)C=C1O.O=C1C=C(O)C(=O)C=C1O.O=C1C=C(O)C(=O)C=C1O.O=C1C=C(O)C(=O)C=C1O.O=C1C=C(O)C(=O)C=C1O

***

Record 2
Entry from the OMol25 dataset: a structure of composition C2H4N3OS at a distorted geometry (the ωB97M-V functional and the def2-TZVPD basis).

```
11
Properties=species:S:1:pos:R:3:forces:R:3
S -1.101755 2.026932 1.046504 -1.381 -0.531 -0.518
H -2.471266 1.795258 0.780396 1.591 0.221 0.320
N 1.645301 -0.976473 1.747620 0.161 -1.023 0.712
H 2.916785 -0.708095 -1.371292 -0.995 -0.900 0.599
N 0.550123 -0.929725 1.047777 1.273 -0.135 -3.043
O -0.632410 -0.830312 1.602662 -0.678 0.752 -0.399
H -0.161374 -0.975129 -0.996988 2.400 0.535 1.103
C 2.157320 -1.067293 -0.642532 0.440 0.684 4.169
N 2.695416 -1.175774 1.115221 -0.135 1.094 -4.141
H -0.804162 0.552511 1.175606 -0.740 0.150 0.723
C 0.838171 -0.909840 -0.386755 -1.936 -0.848 0.474
```
Positions in Å, forces in eV/Å.

Output
ΔE to the lowest compared entry with this formula, charge and spin = 209.51 kJ/mol
HOMO level = -3.59 eV
Charge = -1
DFT total energy = -716.1810 Ha

***

HOMO-LUMO gap, record by record: 7.46 7.45 eV